w) # C3H4NP

C3H4NP in the gas phase (ωB97M-V/def2-TZVPD, the Open Molecules 2025 dataset).

XYZ file:
```
9
Properties=species:S:1:pos:R:3
P -1.352 2.034 0.298
N -0.304 -0.551 0.941
C 0.762 -0.278 -1.121
C 0.753 -0.725 0.133
C -1.033 0.445 0.982
H 1.592 -1.249 0.564
H 1.575 -0.337 -1.844
H -1.976 0.456 1.637
H -0.017 0.205 -1.591
```

Properties
HOMO-LUMO gap (spin up / spin down) ... 6.707 / 6.584 eV
Charge ... 0

Here are the natural (NBO) charges for atoms 1 to 2, given in e: number 1, P, carries 0.37; number 2, N, carries -0.44


x) # C3H4NP

C3H4NP in the gas phase (ωB97M-V/def2-TZVPD, the Open Molecules 2025 dataset).

XYZ file:
```
9
Properties=species:S:1:pos:R:3
P 2.670 0.466 0.019
N -0.685 0.097 -0.327
C 0.233 -0.869 -0.138
C -0.781 1.333 -0.184
C 1.572 -0.824 -0.289
H 1.943 -1.809 -0.347
H -0.163 -1.791 -0.301
H -0.167 2.002 0.323
H -1.434 1.786 -0.842
```

Properties
HOMO-LUMO gap (spin up / spin down) ... 6.839 / 6.477 eV
Charge ... 0

Here are the natural (NBO) charges for atoms 1 to 2, given in e: number 1, P, carries 0.36; number 2, N, carries -0.39


Which of them is least stable? Easy: x).


w) # C6H18N3

A 2-piece molecular cluster, C6H18N3 overall (ωB97M-V/def2-TZVPD, the Open Molecules 2025 dataset).

XYZ file:
```
27
Properties=species:S:1:pos:R:3
N -0.650 0.903 -1.694
N 1.202 0.194 -0.443
N 0.419 2.332 -0.221
C -2.258 -3.132 1.122
C 1.375 2.277 2.009
C -1.308 -2.434 0.081
C -0.573 -3.446 -0.881
C 1.569 2.805 0.607
C 0.365 1.153 -0.824
H 1.300 3.105 2.732
H 1.237 -0.696 -0.922
H -2.076 -1.849 -0.423
H -3.231 -3.239 0.631
H -0.559 -4.457 -0.391
H -0.326 3.015 -0.217
H -2.411 -2.482 1.971
H 1.583 3.894 0.534
H 0.480 1.775 2.331
H 1.875 0.291 0.301
H 2.421 2.469 0.015
H -0.851 1.616 -2.378
H -1.949 -4.121 1.412
H 0.500 -3.248 -0.870
H -0.682 -0.086 -1.898
H 2.211 1.701 2.375
H -0.464 -1.908 0.557
H -1.059 -3.361 -1.833
```

Properties
HOMO-LUMO gap ... 11.313 eV
Charge ... +1

Here are the natural (NBO) charges for atoms 1 to 2, given in e: number 1, N, carries -0.77; number 2, N, carries -0.76


x) # C6H18N3

A 2-piece molecular cluster, C6H18N3 overall (ωB97M-V/def2-TZVPD, the Open Molecules 2025 dataset).

XYZ file:
```
27
Properties=species:S:1:pos:R:3
N -0.318 0.399 -1.409
N -0.594 0.065 0.965
N -3.289 -0.453 0.595
C 2.036 -1.464 0.090
C 2.553 0.410 -1.360
C -3.657 0.172 -0.688
C 0.197 0.239 -0.200
C 1.709 0.009 -0.108
C 2.251 0.686 1.110
H -1.638 -0.072 0.787
H 3.594 0.413 -0.969
H 1.397 -2.125 -0.513
H 3.022 -1.793 -0.346
H -4.049 -0.424 -1.407
H -0.130 -0.052 1.902
H -2.776 0.721 -1.063
H -1.308 0.274 -1.737
H 2.290 -0.022 1.871
H 0.351 0.386 -2.158
H -4.408 0.849 -0.420
H -3.001 -1.422 0.635
H 2.351 -0.365 -2.167
H -4.143 -0.435 1.189
H 2.106 -1.863 1.142
H 3.242 1.019 1.014
H 1.691 1.554 1.338
H 2.348 1.481 -1.842
```

Properties
HOMO-LUMO gap ... 10.855 eV
Charge ... +1

Here are the natural (NBO) charges for atoms 1 to 2, given in e: number 1, N, carries -0.73; number 2, N, carries -0.78


Which of them is least stable? Easy: x).


w) # C6H13N3

A 2-piece molecular cluster, C6H13N3 overall (ωB97M-V/def2-TZVPD, the Open Molecules 2025 dataset).

XYZ file:
```
22
Properties=species:S:1:pos:R:3
N -0.753 1.141 -0.387
N 0.026 -2.758 -0.754
N -1.556 -0.634 0.841
C 0.333 -2.145 0.320
C 2.021 -0.752 1.538
C -0.950 0.509 0.782
C -0.098 2.420 -0.469
C 1.409 -1.084 0.406
C -1.225 0.570 -1.627
H 0.786 2.353 -1.110
H 2.767 0.028 1.585
H -2.019 1.189 -2.054
H 0.582 -2.478 -1.564
H -0.773 3.172 -0.892
H -1.618 -0.422 -1.420
H 1.700 -0.633 -0.539
H -0.580 1.069 1.649
H 1.732 -1.191 2.482
H 0.209 -2.686 1.257
H -1.807 -0.918 1.779
H -0.405 0.501 -2.344
H 0.217 2.751 0.522
```

Properties
HOMO-LUMO gap ... 9.170 eV
Charge ... 0

Here are the natural (NBO) charges for atoms 1 to 2, given in e: number 1, N, carries -0.42; number 2, N, carries -0.63


x) # C6H13N3

A 2-piece molecular cluster, C6H13N3 overall (ωB97M-V/def2-TZVPD, the Open Molecules 2025 dataset).

XYZ file:
```
22
Properties=species:S:1:pos:R:3
N -1.642 -0.377 -2.132
N -1.077 -0.572 1.296
N 1.142 0.035 -2.763
C -1.047 0.776 1.847
C 1.194 -1.533 1.305
C -0.940 0.273 -1.279
C 0.751 0.333 -1.572
C 1.686 1.102 -0.691
C -0.067 -1.434 0.844
H 1.256 1.376 0.274
H -1.307 1.040 -0.594
H -1.878 1.306 1.369
H 0.363 -0.427 -3.263
H 1.811 -2.327 0.899
H 1.631 -0.786 1.956
H -0.497 -2.233 0.243
H 2.029 2.032 -1.153
H -0.081 1.258 1.695
H 2.568 0.486 -0.494
H -1.972 -1.037 1.455
H -1.288 0.835 2.909
H -2.633 -0.125 -2.150
```

Properties
HOMO-LUMO gap ... 8.908 eV
Charge ... 0

Here are the natural (NBO) charges for atoms 1 to 2, given in e: number 1, N, carries -0.66; number 2, N, carries -0.64


y) # C6H13N3

C6H13N3 as an isolated structure (ωB97M-V/def2-TZVPD, the Open Molecules 2025 dataset).

XYZ file:
```
22
Properties=species:S:1:pos:R:3
N -2.752 -1.451 -0.260
N -1.825 -0.489 -0.442
N 1.188 0.216 -0.531
C 0.470 2.721 -0.575
C 1.053 -1.169 0.176
C -0.629 0.976 1.123
C 0.496 1.152 0.138
C 2.637 -1.703 0.107
C -1.796 0.473 0.523
H -0.053 3.720 0.249
H -2.506 -2.378 -0.025
H 2.583 -2.856 0.052
H 3.113 -1.448 1.120
H 0.672 -1.075 1.375
H -1.011 -0.791 -0.868
H -0.542 1.846 1.808
H 0.572 -1.767 -0.585
H -0.125 2.794 -1.761
H -2.796 0.875 0.903
H 2.964 -1.164 -0.830
H -3.444 -1.440 -1.081
H 1.729 2.959 -0.617
```

Properties
HOMO-LUMO gap ... 9.224 eV
Charge ... 0

Here are the natural (NBO) charges for atoms 1 to 2, given in e: number 1, N, carries -0.67; number 2, N, carries -0.46


z) # C6H13N3

C6H13N3 in the gas phase (ωB97M-V/def2-TZVPD, the Open Molecules 2025 dataset).

XYZ file:
```
22
Properties=species:S:1:pos:R:3
N 1.184 0.951 0.910
N -1.012 -0.169 0.762
N -1.051 -1.388 1.389
C -0.011 -2.161 1.290
C 0.067 -0.775 -1.970
C 1.241 0.729 2.394
C 0.178 0.657 -1.257
C 0.178 0.510 0.279
C -1.012 1.501 -1.663
H 1.019 -1.291 -1.819
H 2.084 -0.006 2.477
H -2.001 1.096 -1.476
H -1.087 2.617 -1.312
H 0.361 0.368 2.980
H 1.765 1.542 2.932
H -0.170 -0.736 -3.116
H -1.856 0.016 0.296
H 1.034 -1.843 0.869
H -1.049 1.716 -2.707
H -0.174 -3.145 1.825
H 1.055 1.194 -1.592
H -0.745 -1.382 -1.490
```

Properties
HOMO-LUMO gap ... 9.824 eV
Charge ... 0

Here are the natural (NBO) charges for atoms 1 to 2, given in e: number 1, N, carries -0.42; number 2, N, carries -0.51


Which of them is least stable? Easy: y).


w) # C6H13N3

A 2-piece molecular cluster, C6H13N3 overall (ωB97M-V/def2-TZVPD, the Open Molecules 2025 dataset).

XYZ file:
```
22
Properties=species:S:1:pos:R:3
N -0.689 -1.820 1.140
N 0.986 -1.111 -1.889
N -0.604 -1.755 -0.157
C 0.244 -1.142 -0.893
C 0.616 -1.876 1.812
C 1.065 1.541 -0.442
C -0.305 0.933 -0.304
C -0.887 0.835 1.004
C -1.226 1.177 -1.474
H 1.321 -2.016 -2.214
H -0.262 1.182 1.825
H 1.052 -2.869 1.683
H 0.462 -1.698 2.876
H 1.326 -1.137 1.412
H 1.688 1.344 0.430
H -2.155 0.617 -1.374
H -0.747 0.906 -2.414
H -1.911 1.199 1.083
H 0.960 2.628 -0.544
H -1.474 2.244 -1.520
H -1.033 -0.347 1.290
H 1.572 1.165 -1.331
```

Properties
HOMO-LUMO gap ... 8.716 eV
Charge ... 0

Here are the natural (NBO) charges for atoms 1 to 2, given in e: number 1, N, carries -0.24; number 2, N, carries -0.75


x) # C6H13N3

C6H13N3 in the gas phase (ωB97M-V/def2-TZVPD, the Open Molecules 2025 dataset).

XYZ file:
```
22
Properties=species:S:1:pos:R:3
N -0.802 -0.778 -0.375
N -0.549 1.473 -1.205
N 2.363 -0.148 1.376
C 0.082 0.126 2.198
C 0.535 -0.824 -0.078
C -2.766 0.483 -0.927
C 1.402 -1.495 -1.112
C -1.265 0.376 -0.772
C 1.014 -0.261 1.068
H 0.441 1.320 -1.351
H 2.363 -1.822 -0.705
H -3.136 1.282 -0.278
H 1.594 -0.821 -1.952
H -0.896 -0.359 2.130
H 2.972 -0.066 0.569
H -3.019 0.721 -1.964
H 0.899 -2.387 -1.501
H -0.064 1.211 2.210
H 0.506 -0.170 3.165
H 2.559 0.551 2.087
H -0.977 2.043 -1.925
H -3.255 -0.455 -0.654
```

Properties
HOMO-LUMO gap ... 7.682 eV
Charge ... 0

Here are the natural (NBO) charges for atoms 1 to 2, given in e: number 1, N, carries -0.52; number 2, N, carries -0.84


Which of them is least stable? Easy: w).


w) # C4H7OP

A 2-piece molecular cluster, C4H7OP overall (ωB97M-V/def2-TZVPD, the Open Molecules 2025 dataset).

XYZ file:
```
13
Properties=species:S:1:pos:R:3
P -1.488 0.226 1.129
O -1.865 -1.740 -1.632
C -1.101 1.532 2.442
C 0.472 -1.688 -2.379
C -0.743 -1.385 -1.618
C -0.224 0.304 0.101
H 0.787 -0.788 -2.905
H 1.268 -1.967 -1.691
H 0.294 -2.493 -3.095
H -0.234 2.122 2.161
H 0.701 0.817 -0.056
H -0.917 1.032 3.391
H -1.966 2.180 2.559
```

Properties
HOMO-LUMO gap (spin up / spin down) ... 8.346 / 8.342 eV
Charge ... 0

Here are the natural (NBO) charges for atoms 1 to 2, given in e: number 1, P, carries 0.66; number 2, O, carries -0.47


x) # C4H7OP

C4H7OP in the gas phase (ωB97M-V/def2-TZVPD, the Open Molecules 2025 dataset).

XYZ file:
```
13
Properties=species:S:1:pos:R:3
P -1.533 -0.384 0.270
O 1.057 -0.843 -0.339
C -0.916 0.959 -0.835
C -0.253 0.925 0.514
C 1.116 0.270 0.518
C -0.112 -1.576 -0.093
H 1.392 -0.031 1.541
H -1.609 1.765 -1.030
H 1.891 0.931 0.119
H -0.314 0.671 -1.689
H -0.310 -2.196 -0.970
H -0.003 -2.231 0.787
H -0.405 1.741 1.208
```

Properties
HOMO-LUMO gap ... 10.440 eV
Charge ... 0

Here are the natural (NBO) charges for atoms 1 to 2, given in e: number 1, P, carries 0.61; number 2, O, carries -0.52


Which of them is least stable? Easy: w).